Density functional theory data (ωB97M-V/def2-TZVPD) for a single C3H7NO molecule.

```
12
Properties=species:S:1:pos:R:3:forces:R:3
C -0.75726 1.05538 0.92180 -0.2176 0.1698 0.0722
C -0.43512 -1.24775 -0.84587 -0.0044 -0.2679 -0.0245
N 0.76435 -0.64373 -0.83558 0.0208 0.1428 0.0246
C 1.25661 0.08630 0.14765 -0.1189 0.1580 -0.2061
O 0.44434 0.32085 1.20614 0.2673 -0.0833 0.0782
H -1.64101 0.41019 0.96436 0.2154 0.0865 0.0589
H -0.73921 1.53525 -0.06488 0.1779 -0.1071 0.1968
H -0.81831 1.81285 1.70201 -0.0838 0.0308 -0.0872
H -0.79556 -1.67556 -1.76336 0.1694 -0.1510 0.0297
H -0.87342 -1.44177 0.12049 -0.1701 0.1003 -0.2587
H 1.33529 -0.70344 -1.67241 -0.0810 0.0487 0.1133
H 2.25929 0.49144 0.11965 -0.1750 -0.1276 0.0028
```
Forces are in eV/Å.

For the energy, the calculation gives -6758.95637 eV. The energy relative to the best compared isomer or geometry (same formula, charge and spin) comes out at 366.1 kJ/mol.

Results of the Löwdin charge analysis, in e, for atoms 1 through 2:
1. C -0.100
2. C -0.066

***

Density functional theory data (ωB97M-V/def2-TZVPD) for 3 unconnected molecules or ions with the total composition H6O3.

```
9
Properties=species:S:1:pos:R:3:forces:R:3
O -2.03264 0.83270 -0.85565 0.6475 -0.8851 -0.0804
H -2.42446 0.89320 0.01558 -0.5264 0.1477 0.4214
H -1.33079 1.48353 -0.84888 0.1081 0.6984 -0.1926
O -0.15384 -1.06273 -0.26940 1.4662 -0.2890 1.3517
H -0.91851 -0.59573 -0.60617 -2.0039 0.8234 -0.6825
H 0.51767 -0.93881 -0.94017 0.5517 -0.2085 -0.9441
O 2.37304 -0.07524 0.90562 0.5311 0.3624 -0.7920
H 2.51398 -0.23111 1.83947 0.4178 -0.0303 1.1386
H 1.45556 -0.30581 0.75962 -1.1920 -0.6189 -0.2201
```
Forces are in eV/Å.

Its net charge is +1. As for the spin multiplicity: 2. For the energy, the calculation gives -6228.21407 eV. The energy relative to the best compared isomer or geometry (same formula, charge and spin) comes out at 74.9 kJ/mol.

Results of the Löwdin charge analysis, in e, for atoms 1 through 2:
1. O 0.034
2. H 0.082

***

Density functional theory data (ωB97M-V/def2-TZVPD) for 2 unconnected molecules or ions with the total composition C2H6N2O4.

```
14
Properties=species:S:1:pos:R:3:forces:R:3
C 0.18385 -1.57201 -1.17561 0.6879 -0.6725 -0.2210
N -0.28256 -2.94175 -0.74736 -0.0873 -1.6168 0.6902
O -1.37323 -2.95891 -0.18327 0.9127 -0.0577 -0.5824
O 0.41600 -3.96454 -0.93141 -1.1616 2.6151 0.0283
H 1.24619 -1.49868 -0.94287 -0.1595 0.0204 0.1863
H -0.42068 -0.82622 -0.65942 0.1216 -0.3190 -0.1990
H 0.10562 -1.53170 -2.26205 -0.2682 0.0401 0.1057
C -0.64572 2.02156 1.05735 0.4437 0.0415 0.4115
N 0.82932 2.38320 0.88259 2.1314 1.9789 -0.5968
O 1.69807 1.55512 0.70771 -1.3598 -2.0080 0.1186
O 1.20824 3.55803 0.88664 -2.2819 -0.1693 0.4103
H -1.24268 2.92099 1.20824 0.4434 0.0348 -0.2131
H -0.71625 1.40788 1.95542 0.1959 -0.0410 -0.1178
H -1.00614 1.44709 0.20401 0.3816 0.1536 -0.0208
```
Forces are in eV/Å.

For the energy, the calculation gives -13335.29096 eV. The energy relative to the best compared isomer or geometry (same formula, charge and spin) comes out at 725.6 kJ/mol.

Results of the Löwdin charge analysis, in e, for atoms 1 through 2:
1. C 0.049
2. N -0.413

***

Density functional theory data (ωB97M-V/def2-TZVPD) for a molecular structure, C3H3LaO3.

```
10
Properties=species:S:1:pos:R:3:forces:R:3
O -3.08220 0.06116 1.39306 0.2218 -1.8084 2.4304
C -2.32872 -0.53882 2.03633 -1.8522 3.3815 -4.1319
O -1.25621 -0.93447 2.31727 2.6366 -1.5869 1.4956
La 1.29752 -1.05208 1.87639 -1.2697 0.7742 -0.2078
C 0.90468 0.66444 -0.15899 0.8385 -1.0673 1.8594
C 1.03835 0.50448 -1.53293 0.0318 -0.3885 -1.4449
H 1.17912 1.67034 0.18996 -0.3579 0.0507 -0.0934
H 1.77731 1.08697 -2.09754 -0.3812 0.3016 -0.0659
O 0.42815 -0.36324 -2.26422 0.9531 0.1564 0.4095
H 0.04201 -1.09877 -1.75931 -0.8208 0.1867 -0.2510
```
Forces are in eV/Å.

Its net charge is +3. As for the spin multiplicity: 2. For the energy, the calculation gives -10124.87352 eV. The energy relative to the best compared isomer or geometry (same formula, charge and spin) comes out at 72.7 kJ/mol.

Results of the Löwdin charge analysis, in e, for atoms 1 through 2:
1. O 0.370
2. C -0.267